Molecular formula: C5H9N3OS
Method: DFT, ωB97M-V/def2-TZVPD

Molar mass = 159.2 g mol⁻¹
Orbital gap (alpha / beta) = 7.7543 / 7.5750 eV
2S+1 = 1
Energy relative to the best compared isomer or geometry (same formula, charge and spin) = 4.0484 eV

```
19
C5H9N3OS ωB97M-V/def2-TZVPD
C 1.739 -0.891 0.670
C 1.169 -1.561 -1.579
C -2.875 0.317 -0.815
C 2.302 0.690 2.889
C -1.422 0.726 -0.609
N 1.837 -1.482 -0.422
N -0.065 -0.920 -1.506
N -0.563 -0.420 -0.389
O 1.561 -2.052 -2.568
S 1.562 0.662 1.166
H -3.423 0.024 0.018
H -3.497 1.167 -1.139
H -2.981 -0.433 -1.546
H 1.955 1.601 3.313
H 3.320 0.836 3.001
H 1.863 -0.275 3.232
H -0.892 1.305 -1.469
H -1.271 1.331 0.204
H -0.319 -0.625 -2.453
```

Molecular formula: C5H9N3S
Method: DFT, ωB97M-V/def2-TZVPD

Molar mass = 143.2 g mol⁻¹
Orbital gap = 8.5848 eV
2S+1 = 1
Energy relative to the best compared isomer or geometry (same formula, charge and spin) = 1.9530 eV

```
18
C5H9N3S ωB97M-V/def2-TZVPD
C -1.108 1.248 2.082
C -0.054 0.543 0.189
C 1.965 -1.729 -0.980
C -2.452 0.545 0.074
C 1.579 -0.318 -1.474
N 0.068 1.166 2.527
N 0.257 0.101 -1.200
N -1.209 0.956 0.779
S 1.174 0.755 1.364
H -2.040 1.425 2.634
H 2.998 -2.031 -1.108
H 1.971 -1.584 0.164
H 1.200 -2.541 -1.013
H -3.149 -0.091 0.646
H -3.077 1.506 -0.134
H -2.037 0.124 -0.923
H 1.564 -0.490 -2.525
H 2.349 0.415 -1.104
```

Molecular formula: C5H9N4
Method: DFT, ωB97M-V/def2-TZVPD

Molar mass = 125.2 g mol⁻¹
Charge = -1
Orbital gap = 8.3286 eV
2S+1 = 1
Energy relative to the best compared isomer or geometry (same formula, charge and spin) = 3.0728 eV

```
18
C5H9N4 ωB97M-V/def2-TZVPD
C 2.631 -0.010 0.214
C -0.298 -1.778 -0.771
C 0.452 1.907 0.535
C -0.566 -0.318 -0.424
C 0.336 0.338 0.579
N 3.282 -1.113 -0.048
N 3.256 1.110 0.200
N 4.509 -0.645 -0.150
N 4.524 0.645 -0.068
H 0.800 -1.878 -0.982
H -0.764 -2.437 -0.035
H -0.699 -2.222 -1.719
H -0.692 2.230 0.840
H 1.200 2.143 1.175
H 0.661 2.130 -0.505
H -0.614 0.451 -1.280
H -1.648 -0.232 -0.014
H 0.346 -0.016 1.585
```

Molecular formula: C5H9N4
Method: DFT, ωB97M-V/def2-TZVPD

Molar mass = 125.2 g mol⁻¹
Charge = +1
Orbital gap = 9.1432 eV
2S+1 = 1
Energy relative to the best compared isomer or geometry (same formula, charge and spin) = 6.4899 eV

```
18
C5H9N4 ωB97M-V/def2-TZVPD
C 0.659 -1.171 -2.665
C -0.577 0.075 -1.097
C -1.605 0.807 1.599
C -0.340 1.529 1.504
C 1.768 -1.091 -0.479
N 1.622 -1.273 -1.758
N -0.343 -0.380 -2.300
N -0.028 -0.465 0.028
N -0.359 0.113 1.243
H 0.717 -1.675 -3.619
H -1.254 0.900 -0.890
H -1.861 0.493 2.644
H -2.412 0.837 0.758
H -0.302 2.150 0.705
H 0.257 2.083 2.245
H 1.646 -2.049 0.020
H 2.534 -0.335 -0.044
H -0.122 -0.550 2.105
```

Molecular formula: C5H9N4O
Method: DFT, ωB97M-V/def2-TZVPD

Molar mass = 141.2 g mol⁻¹
Charge = +1
SMILES = O[C@@]12NCNC=C1NC=[NH+]2
Orbital gap = 8.7323 eV
2S+1 = 1
Energy relative to the best compared isomer or geometry (same formula, charge and spin) = 2.3584 eV

```
19
C5H9N4O ωB97M-V/def2-TZVPD
O -1.591 -0.879 1.185
C -0.350 -0.720 0.553
N -0.562 -0.879 -1.010
C -0.275 0.327 -1.693
N -0.840 1.482 -1.014
C -0.078 1.706 0.150
C 0.252 0.621 0.913
N 1.288 0.347 1.851
C 1.574 -0.950 1.816
N 0.672 -1.673 1.169
H -2.093 -1.308 0.531
H -1.491 -1.233 -1.115
H -0.715 0.115 -2.647
H 0.845 0.346 -1.849
H -1.266 2.117 -1.635
H 0.236 2.597 0.482
H 1.768 1.016 2.465
H 2.314 -1.458 2.252
H 0.325 -2.587 1.234
```

Molecular formula: C5H9N4O3S
Method: DFT, ωB97M-V/def2-TZVPD

Molar mass = 205.2 g mol⁻¹
Charge = +1
Orbital gap = 9.3106 eV
2S+1 = 1
Energy relative to the best compared isomer or geometry (same formula, charge and spin) = 1.4372 eV

```
22
C5H9N4O3S ωB97M-V/def2-TZVPD
C -0.418 1.928 -0.718
C 3.897 -0.956 -0.476
C -0.499 -0.627 0.641
C -1.741 0.260 0.480
C -2.916 -0.659 -0.010
N 0.574 0.247 0.649
N -1.624 1.380 -0.465
N 0.670 1.319 -0.294
N 2.492 -1.220 -0.117
O 4.597 -1.605 -1.128
O 4.065 0.198 0.120
O 1.997 1.555 -0.274
S 2.429 0.231 0.724
H -0.235 2.826 -1.293
H -0.742 -1.215 1.516
H -0.287 -1.350 -0.224
H -2.100 0.782 1.328
H -2.762 -1.354 -0.900
H -3.894 -0.237 -0.099
H -3.186 -1.306 0.751
H -2.481 1.882 -0.437
H 2.164 -2.079 0.226
```

Molecular formula: C5H9N4O4S
Method: DFT, ωB97M-V/def2-TZVPD

Molar mass = 221.2 g mol⁻¹
Charge = +1
SMILES = CS(=O)(=O)C1=C([N+](=O)[O-])[C@@H](N)[NH+]=CN1
Orbital gap (alpha / beta) = 7.8992 / 7.8977 eV
2S+1 = 1
Energy relative to the best compared isomer or geometry (same formula, charge and spin) = 0.0000 eV

```
23
C5H9N4O4S ωB97M-V/def2-TZVPD
C -3.261 -1.102 0.715
S -2.348 0.143 -0.227
O -2.939 1.387 0.160
O -2.220 -0.148 -1.642
C -0.502 0.365 0.290
C 0.794 -0.497 0.207
N 0.597 -1.876 0.224
O 1.649 -2.453 0.228
O -0.475 -2.369 0.092
C 2.233 0.022 0.032
N 2.689 -0.330 -1.265
N 2.136 1.478 0.089
C 1.063 2.227 0.395
N -0.180 1.711 0.422
H -3.892 -1.191 -0.150
H -2.775 -2.068 0.898
H -3.887 -0.779 1.598
H 2.965 -0.446 0.754
H 1.962 -0.676 -1.866
H 3.414 -1.023 -1.256
H 2.882 2.116 -0.094
H 1.140 3.238 0.078
H -1.044 2.272 0.319
```

Molecular formula: C5H9N6O2
Method: DFT, ωB97M-V/def2-TZVPD

Molar mass = 185.2 g mol⁻¹
Charge = +1
Orbital gap = 8.1489 eV
2S+1 = 1
Energy relative to the best compared isomer or geometry (same formula, charge and spin) = 1.0668 eV

```
22
C5H9N6O2 ωB97M-V/def2-TZVPD
C 0.686 -1.677 0.140
C -0.686 0.181 -0.627
C -0.450 2.903 1.870
C 0.614 -0.390 -0.584
C 1.756 0.216 -1.329
N 0.297 -1.711 1.431
N -0.479 -0.952 2.036
N -1.680 -0.437 0.110
N -1.484 -0.370 1.544
N 1.323 -2.687 -0.341
N -1.130 1.160 -1.464
O -1.141 2.527 1.014
O 0.217 3.207 2.725
H 1.590 0.316 -2.502
H 2.439 -0.589 -1.024
H 2.008 1.111 -0.746
H -2.485 -0.068 -0.132
H -2.103 0.226 2.258
H 1.683 -2.670 -1.333
H 1.336 -3.564 0.245
H -0.461 1.512 -2.084
H -1.852 1.755 -1.208
```

Molecular formula: C5H9NO
Method: DFT, ωB97M-V/def2-TZVPD

Molar mass = 99.1 g mol⁻¹
Orbital gap = 8.8204 eV
2S+1 = 1
Energy relative to the best compared isomer or geometry (same formula, charge and spin) = 4.7304 eV

```
16
C5H9NO ωB97M-V/def2-TZVPD
C 2.459 1.112 0.102
C -0.406 -0.572 0.092
C -1.163 -0.007 -1.035
C -1.229 -1.122 1.168
O -2.634 -1.097 1.009
C 2.255 1.172 -1.342
N 2.061 1.211 -2.482
H 1.647 0.503 0.517
H 3.420 0.645 0.329
H 2.441 2.119 0.527
H -0.580 0.682 -1.651
H -2.170 0.367 -0.811
H -1.313 -0.914 -1.654
H -0.857 -2.137 1.391
H -0.896 -0.507 2.030
H -3.036 -1.455 1.810
```

Molecular formula: C5H9NO
Method: DFT, ωB97M-V/def2-TZVPD

Molar mass = 99.1 g mol⁻¹
SMILES = Cc1ccc[nH]1.O
Orbital gap = 9.1775 eV
2S+1 = 1
Energy relative to the best compared isomer or geometry (same formula, charge and spin) = 2.5146 eV

```
16
C5H9NO ωB97M-V/def2-TZVPD
C -1.156 1.534 -0.106
C -0.414 0.500 0.511
C 0.937 0.320 0.827
C 1.235 -1.133 0.857
C 0.010 -1.791 0.812
N -1.055 -0.767 0.635
H -2.097 1.259 -0.573
H -1.331 2.449 0.565
H -0.601 2.150 -0.912
H 1.663 0.980 1.189
H 2.084 -1.631 0.969
H -0.238 -2.868 0.957
H -1.904 -1.046 0.343
O 1.130 0.157 -2.452
H 0.809 -0.735 -2.084
H 0.929 0.621 -1.538
```

Molecular formula: C5H9NO
Method: DFT, ωB97M-V/def2-TZVPD

Molar mass = 99.1 g mol⁻¹
Orbital gap (alpha / beta) = 6.8111 / 8.2092 eV
2S+1 = 1
Energy relative to the best compared isomer or geometry (same formula, charge and spin) = 5.0116 eV

```
16
C5H9NO ωB97M-V/def2-TZVPD
C -1.253 2.826 -0.611
O -0.007 2.120 -0.680
C 0.092 1.002 -0.015
C 0.084 -1.807 0.448
C 1.122 -2.603 -0.305
C 0.423 -0.997 1.501
N 0.660 -0.058 2.184
H -1.155 3.699 -1.256
H -1.437 3.144 0.418
H -2.067 2.191 -0.971
H -0.777 0.605 0.480
H 1.049 0.522 -0.103
H -0.929 -2.206 0.456
H 1.288 -3.608 0.109
H 0.814 -2.737 -1.347
H 2.091 -2.093 -0.306
```

Molecular formula: C5H9NO
Method: DFT, ωB97M-V/def2-TZVPD

Molar mass = 99.1 g mol⁻¹
SMILES = [H]/N=C1/CC(=C)CO1.[H][H]
Orbital gap = 10.8978 eV
2S+1 = 1
Energy relative to the best compared isomer or geometry (same formula, charge and spin) = 2.6204 eV

```
16
C5H9NO ωB97M-V/def2-TZVPD
H 3.320 0.960 0.257
N 2.824 0.070 0.195
C 1.655 0.264 -0.229
C 0.551 -0.759 -0.306
C -0.542 0.137 0.208
C -1.281 -0.038 1.295
C -0.300 1.418 -0.546
O 1.141 1.487 -0.586
H 0.764 -1.655 0.276
H 0.373 -1.034 -1.357
H -1.246 -0.978 1.841
H -1.917 0.750 1.688
H -0.683 2.316 -0.055
H -0.684 1.375 -1.575
H -2.079 -1.886 -0.313
H -1.897 -2.425 -0.792
```

Molecular formula: C5H9NO
Method: DFT, ωB97M-V/def2-TZVPD

Molar mass = 99.1 g mol⁻¹
SMILES = O=C[C@@H]1CCCN1
Orbital gap = 9.8428 eV
2S+1 = 1
Energy relative to the best compared isomer or geometry (same formula, charge and spin) = 2.9569 eV

```
16
C5H9NO ωB97M-V/def2-TZVPD
O 0.545 2.021 1.860
C -0.433 1.310 1.640
C -0.255 -0.047 0.995
C 1.153 -0.104 0.184
C 0.900 -0.401 -1.254
C -0.621 -0.508 -1.330
N -1.313 0.018 0.000
H -1.540 1.509 1.862
H -0.324 -0.801 1.731
H 1.725 0.782 0.597
H 1.569 -1.008 0.528
H 1.202 0.576 -1.805
H 1.309 -1.267 -1.687
H -0.802 -1.704 -1.301
H -0.960 0.036 -2.268
H -2.155 -0.411 0.247
```

Molecular formula: C5H9NO
Method: DFT, ωB97M-V/def2-TZVPD

Molar mass = 99.1 g mol⁻¹
Orbital gap (alpha / beta) = 8.4039 / 7.6958 eV
2S+1 = 1
Energy relative to the best compared isomer or geometry (same formula, charge and spin) = 7.2014 eV

```
16
C5H9NO ωB97M-V/def2-TZVPD
C 1.290 -1.087 -0.510
N -1.384 -0.445 -1.274
C 0.467 0.114 -0.132
C -1.701 -0.021 0.946
C 0.828 1.369 -0.501
C -0.283 0.004 1.305
O -1.859 -0.910 -0.015
H -1.675 0.542 -1.316
H -2.249 0.922 0.835
H 2.113 -1.228 0.198
H 0.677 -1.988 -0.488
H 1.710 -0.979 -1.510
H 1.701 1.552 -1.116
H 0.319 2.242 -0.113
H 0.070 -0.929 1.745
H -0.024 0.842 1.947
```